ORCA calculation (ωB97M-V with the def2-TZVPD basis set) on C12H17NP as an isolated structure in a non-equilibrium geometry.

Structure (XYZ):
```
31
Properties=species:S:1:pos:R:3:forces:R:3
C 0.417 -1.862 3.569 0.5 2.9 -1.4
C 1.364 -0.910 3.108 -0.1 -2.9 2.3
C -0.765 -1.957 2.902 1.0 -0.1 -2.3
C 1.197 -0.269 1.959 -0.6 1.5 -0.7
C -0.937 -1.341 1.624 -1.4 0.4 1.1
C -0.003 -0.328 1.295 -2.6 -1.6 -2.8
C 0.137 2.694 1.810 -1.2 -3.3 -1.6
C 1.002 0.062 -1.453 -0.3 5.3 3.0
C -1.477 0.128 -0.822 1.3 -0.9 -0.2
C 0.234 0.552 -2.654 0.5 -2.7 2.0
C -0.295 0.511 0.047 2.5 -0.7 -1.5
C 0.433 -0.334 -3.829 -2.2 -2.3 -1.8
N -1.148 0.781 -2.172 -1.5 1.6 2.3
P -0.188 2.377 0.177 0.7 -0.2 1.7
H 0.595 -2.370 4.455 0.2 -0.9 1.5
H 2.237 -0.840 3.708 0.9 0.3 0.1
H -1.378 -2.696 3.286 -1.8 -1.2 0.3
H 1.919 0.395 1.596 1.1 1.0 -0.4
H -1.908 -1.613 1.018 2.1 0.9 1.3
H 0.311 3.695 2.006 0.3 1.8 1.0
H 0.062 1.862 2.586 0.5 1.6 -1.0
H 1.182 -0.940 -1.307 0.4 -2.2 0.1
H 1.926 0.766 -1.333 -1.5 -1.8 0.1
H -1.502 -0.947 -0.928 0.1 -0.3 -0.4
H -2.445 0.404 -0.442 -0.4 0.7 -0.2
H 0.572 1.499 -2.868 0.9 2.1 -0.8
H 1.447 -0.298 -4.129 1.2 0.0 -0.1
H -0.099 0.128 -4.665 -0.1 -0.2 -0.3
H 0.136 -1.500 -3.866 0.5 2.8 0.9
H -1.838 0.521 -2.851 -0.7 0.4 -0.5
H -1.188 1.827 -1.828 -0.3 -1.8 -1.6
```
Positions in Å, forces in eV/Å.

Frontier orbital gap: 8.37 eV
LUMO level: -3.62 eV
Maximum force: 0.1179 Eh/bohr
2S+1: 1
Energy above the lowest of the compared OMol25 structures with the same formula, charge and spin: 3.741 eV
Energy: -23488.291 eV
Net charge: +1